C30H60O32S7 as an isolated structure. Source: the OMol25 dataset; level of theory: the ωB97M-V functional and the def2-TZVPD basis.

Positions of all 129 atoms, in Å:
C -4.053176 -3.401449 0.384072
C -5.449224 -3.239913 0.965839
C -5.190282 -2.959999 2.430224
O -4.121393 -3.808378 2.777971
C -3.269995 -3.981105 1.642859
H -3.552966 -2.444143 0.247842
H -3.887213 -4.083699 -0.444859
H -5.950671 -4.211665 1.026414
H -6.184244 -2.539741 0.571765
H -6.097650 -3.007192 3.042725
H -4.867430 -1.950088 2.745066
H -2.940768 -5.015645 1.607131
H -2.501113 -3.250276 1.926109
C -0.680845 0.525986 -1.365298
C -1.633692 0.370132 -0.165151
C -0.790350 -0.411269 0.875623
O 0.507166 0.083944 0.673333
C 0.700715 0.397177 -0.691912
H -0.765684 1.449587 -1.931712
H -0.754044 -0.266399 -2.113347
H -2.617930 -0.045436 -0.378297
H -1.784126 1.337205 0.318180
H -0.904400 -1.490821 0.727451
H -1.100978 -0.055241 1.857682
H 1.271048 -0.361249 -1.229141
H 1.187356 1.374310 -0.745188
C 4.040730 2.588108 -2.308995
C 4.728288 3.341446 -1.180041
C 4.296303 4.789133 -1.558122
O 2.895460 4.616083 -1.784785
C 2.725876 3.352271 -2.447816
H 3.738691 1.560501 -2.097897
H 4.604485 2.520512 -3.238282
H 5.816551 3.284568 -1.138572
H 4.325112 3.153330 -0.188664
H 4.789390 5.261161 -2.407722
H 4.326758 5.319909 -0.603592
H 2.367291 3.417227 -3.474778
H 1.928087 2.850793 -1.888886
C 0.628300 -0.284734 5.670178
C 0.139107 0.352695 6.963498
C -0.538459 1.601515 6.482288
O -1.298968 1.144065 5.367754
C -0.530929 0.168288 4.686556
H 0.643906 -1.365511 5.546879
H 1.545943 0.179711 5.321275
H 0.850847 0.663931 7.739446
H -0.466914 -0.314877 7.582319
H 0.177040 2.398334 6.250724
H -1.278374 2.017721 7.169216
H 0.010312 0.678287 3.877231
H -1.119947 -0.604474 4.195172
C -0.213750 -6.048851 1.051454
C 1.274060 -5.865378 0.922824
O 1.336103 -5.492948 -0.456770
S 0.208286 -4.381050 -0.778488
O -0.490831 -4.606829 -2.014781
O 0.794125 -3.089077 -0.558026
O -0.763919 -4.884761 0.454722
H -0.602850 -6.107865 2.070679
H -0.593455 -6.958653 0.575111
H 1.717552 -6.853883 1.001835
H 1.540154 -5.123180 1.675062
C 0.925547 -1.871811 -5.375398
C 0.384696 -1.594212 -3.995494
O 1.412902 -0.800362 -3.413879
S 2.125633 0.157909 -4.510563
O 3.533966 0.052355 -4.350087
O 1.519598 1.469939 -4.477402
O 1.543779 -0.644957 -5.788668
H 0.134593 -2.048222 -6.104811
H 1.608945 -2.718582 -5.437573
H 0.262442 -2.550491 -3.487734
H -0.544222 -1.024370 -3.970588
C 3.763126 -0.731112 0.238589
C 3.784285 -2.203892 0.496584
O 5.163504 -2.584077 0.453977
S 6.172841 -1.289862 0.379321
O 6.626673 -1.116149 -0.962214
O 7.096923 -1.411410 1.445174
O 5.004399 -0.208463 0.722230
H 3.090087 -0.176305 0.887143
H 3.784834 -0.492238 -0.826025
H 3.206650 -2.737813 -0.256928
H 3.324909 -2.469636 1.451172
C -0.429870 4.587006 -4.147671
C 0.285603 5.160649 -2.914527
O -0.421911 4.678574 -1.744997
S -1.930236 4.227237 -2.156411
O -2.717266 5.410058 -2.376471
O -2.434033 3.187945 -1.327514
O -1.313068 3.658672 -3.550772
H 0.242860 3.980721 -4.751454
H -0.953624 5.304065 -4.777163
H 0.282191 6.246805 -2.822207
H 1.309720 4.836790 -2.734854
C -3.916694 -5.427242 -4.968478
C -2.549520 -5.714119 -4.346207
O -1.870159 -4.461555 -4.411128
S -2.957804 -3.235826 -4.565074
O -2.803819 -2.618294 -5.860634
O -2.790910 -2.420655 -3.385879
O -4.285427 -4.160231 -4.465493
H -4.605687 -6.223704 -4.700111
H -3.752338 -5.424532 -6.049198
H -1.959744 -6.378106 -4.981285
H -2.577192 -6.156544 -3.348917
C 1.376770 3.781842 1.914426
C 2.877385 4.026616 1.627020
O 3.479769 2.797415 1.929827
S 2.738263 2.029544 3.174039
O 3.296051 2.458944 4.426934
O 2.638972 0.620312 2.983714
O 1.324770 2.838675 2.946744
H 0.935910 3.294802 1.041548
H 0.966042 4.758000 2.153844
H 3.282462 4.741926 2.351166
H 3.011600 4.330789 0.592664
C -3.349799 2.514351 3.213211
C -3.516985 3.561131 4.286005
O -3.249858 4.823875 3.705962
S -2.971495 4.750311 2.083581
O -1.552571 4.884956 1.871509
O -3.848381 5.642101 1.395584
O -3.402928 3.196756 1.962334
H -4.183950 1.822898 3.097148
H -2.417542 1.973340 3.376627
H -2.849500 3.272297 5.102753
H -4.480581 3.523079 4.799602

Atomic forces in eV per Å
1.1 -0.4 1.5
-0.5 -0.4 0.6
0.4 1.4 0.7
-1.1 -1.4 0.6
-0.7 1.9 0.6
-0.3 0.1 -0.7
-0.4 0.3 -0.3
0.0 -0.1 -0.5
0.4 0.2 -0.5
0.2 -1.2 0.1
0.1 0.3 -1.0
0.0 0.1 -0.1
0.8 -0.7 -0.8
0.2 -0.6 0.2
0.4 0.3 0.3
-1.2 0.9 -0.8
0.6 -0.4 0.2
-0.4 0.6 -0.7
-0.2 0.1 0.3
-0.5 -0.1 0.3
0.1 -0.1 -0.1
-0.2 0.2 -0.4
0.3 -0.1 0.3
0.0 -0.6 0.2
0.3 0.1 0.4
0.4 -0.2 0.1
-0.7 -0.9 0.2
0.6 1.2 -1.2
-0.7 -1.1 1.9
0.5 0.1 -0.6
-0.3 -0.5 0.4
0.5 -0.1 0.3
0.2 0.4 0.1
0.0 -0.4 -0.1
0.1 -0.4 -0.2
0.2 0.0 0.2
0.5 0.9 -0.6
0.3 0.4 -0.1
0.0 -0.1 -0.2
-1.5 0.2 -0.9
0.9 -0.3 1.7
-1.3 -0.3 0.1
-0.5 0.1 -0.3
2.1 1.1 -0.6
0.5 -0.1 0.8
0.2 -0.3 0.1
0.7 -0.2 -0.6
-0.7 0.1 -0.6
0.1 -0.2 -0.4
0.2 0.0 0.2
-0.3 -0.1 -0.3
-0.4 -0.1 0.6
-1.0 -0.7 1.0
-1.6 -1.2 0.1
0.4 0.9 -0.8
-0.4 -0.2 0.4
1.0 -0.3 1.1
-0.8 -0.9 0.2
0.5 1.2 -1.3
0.3 0.3 0.1
0.2 0.2 -0.4
0.7 0.4 0.2
0.9 0.2 -0.5
-0.9 0.0 -1.0
-0.1 -0.4 -0.4
1.0 0.5 0.0
-1.5 0.3 0.3
-0.3 -0.2 -0.3
0.5 -1.4 -0.3
0.9 0.6 0.6
-0.1 0.0 0.1
0.3 0.2 0.3
0.1 0.3 0.5
0.0 -0.1 -0.3
0.3 1.4 0.1
-0.4 -0.5 0.0
0.6 0.5 -0.2
-1.7 -0.4 0.0
-0.2 0.0 0.4
0.0 0.3 0.0
2.2 -0.9 0.3
-0.8 -0.2 -0.7
-0.8 0.0 0.0
0.3 0.0 -0.2
0.4 0.1 0.2
0.6 -0.2 0.5
0.3 0.9 0.9
-1.2 -0.4 0.8
1.8 1.7 -0.9
0.5 -1.0 -0.1
0.6 0.2 -0.6
-2.4 -1.1 0.1
0.0 0.1 -0.1
-0.1 0.1 0.2
-0.2 0.1 -0.4
-0.7 0.3 -0.6
1.1 -1.6 -0.3
0.4 -0.5 -0.7
-1.2 1.1 -0.2
1.6 0.8 0.9
-0.4 -1.0 1.2
-0.8 -0.9 -1.3
0.5 1.0 -0.1
-0.4 0.5 0.1
-0.5 0.3 0.0
-0.2 -0.2 0.0
0.0 0.6 0.2
1.2 0.4 -1.7
-1.2 0.6 1.3
0.5 -2.4 0.5
0.0 2.1 0.3
-0.4 0.0 -0.9
-0.2 0.7 -0.7
0.7 -1.4 1.5
-0.3 0.5 0.0
-0.7 -0.4 0.3
-0.1 0.3 -0.4
0.2 -0.2 0.1
-0.4 -0.6 -0.5
-0.3 -0.8 1.3
0.1 0.3 -0.9
0.8 -0.3 1.1
-1.1 -0.3 0.2
0.2 -1.0 0.5
0.3 1.5 -0.9
0.1 -0.1 0.6
0.1 0.1 -0.4
0.6 0.7 -0.3
-0.4 0.5 -0.7

As for the energy relative to the best compared isomer or geometry (same formula, charge and spin): 2.222 eV. The electronic energy is -173438.85391 eV. As for the charge: 0. Its multiplicity is 1. The value obtained for the LUMO energy is -0.2 eV. The highest occupied orbital energy is -0.3481 Eh.

=====

A 9-piece molecular cluster, C16H24ClN8O4 overall. Source: the OMol25 dataset; level of theory: the ωB97M-V functional and the def2-TZVPD basis.

Positions of all 53 atoms, in Å:
Cl 0.490876 -0.348132 -0.928243
O 0.948260 0.659053 -1.837544
O -0.717182 -0.956612 -1.383111
O 1.560469 -1.299876 -0.736535
O 0.159945 0.406399 0.225316
C 1.009312 -4.588177 0.898808
C 0.156131 -5.183405 1.870783
N -0.475056 -5.737609 2.689136
H 2.032717 -4.959883 0.949425
H 1.160897 -3.510012 0.950678
H 0.653666 -4.922936 -0.075643
C -1.056890 -0.244877 3.881973
C -2.420644 0.138030 4.031972
N -3.490043 0.452005 4.205317
H -0.894731 -1.235980 4.305663
H -0.423358 0.420579 4.468417
H -0.779727 -0.252543 2.827827
C 0.524179 2.412725 -4.852515
C 1.765851 2.821765 -4.290055
N 2.768897 3.209190 -3.878668
H -0.100669 1.779282 -4.222879
H 0.715965 2.022523 -5.852038
H -0.149829 3.245589 -5.052861
C -1.649973 3.106049 0.960658
C -0.982859 3.614976 2.173361
N -0.400346 4.061080 3.081057
H -1.085910 3.438494 0.089212
H -2.636485 3.569292 0.942947
H -1.732430 2.028888 1.105689
C -2.467146 -2.896105 0.902092
C -2.670821 -2.904670 2.357090
N -2.713188 -2.989971 3.523147
H -3.265805 -3.255472 0.253168
H -1.590781 -3.523745 0.740375
H -2.314445 -1.831154 0.726997
C -4.435207 -0.312608 -0.727675
C -5.448094 -0.381484 -1.721716
N -6.281199 -0.328708 -2.532765
H -4.512861 0.498068 -0.003206
H -3.472268 -0.320722 -1.238340
H -4.499586 -1.218493 -0.124920
C 2.910309 2.814129 0.807159
C 3.741625 3.179357 -0.335967
N 4.408768 3.404909 -1.268697
H 1.857619 2.665715 0.566494
H 2.842870 3.746955 1.366965
H 3.314103 1.999683 1.408591
C 4.886358 -0.764596 -1.509992
C 5.073494 0.270493 -2.446781
N 5.241678 1.091657 -3.222422
H 4.301803 -1.443602 -2.130773
H 4.319458 -0.375161 -0.664375
H 5.822281 -1.270356 -1.272597

Atomic forces in eV per Å
0.8 1.9 -1.2
0.3 -0.2 -1.6
-0.6 -1.3 -0.6
-0.5 -0.4 0.6
-0.2 -0.1 3.1
1.1 0.2 -1.3
-1.6 -1.7 3.2
1.4 1.4 -2.1
0.0 -0.4 0.4
-0.7 0.1 -0.1
0.0 0.5 -0.2
1.1 -0.5 0.2
1.4 -0.5 0.0
-2.6 0.8 0.2
-0.2 -0.1 -0.2
0.0 0.3 -0.3
0.2 0.1 0.0
-1.6 0.0 -0.9
1.1 0.7 0.9
-0.5 -0.1 -0.3
0.6 -0.5 0.0
-0.1 -0.6 0.2
0.3 0.5 0.1
0.0 0.5 1.1
1.3 1.0 1.3
-1.2 -1.0 -1.7
0.0 -0.5 0.0
-0.1 -0.2 -0.1
0.1 0.0 -0.7
0.2 0.5 0.8
-0.6 -1.2 2.4
0.0 0.4 -2.6
-0.2 -0.1 0.5
0.1 0.4 -0.3
0.6 -0.2 -0.8
1.0 -0.8 0.9
-2.6 0.9 -2.0
1.4 -0.3 1.3
-0.2 0.3 -0.5
0.2 0.2 0.3
0.1 -0.1 0.0
-0.4 1.2 0.1
1.2 -0.4 -2.2
-1.2 -0.2 2.2
0.2 -0.6 -0.5
0.3 -0.1 0.7
0.0 0.1 -0.2
-0.6 -1.0 0.0
0.9 1.4 -0.6
0.2 0.3 -0.6
-0.5 -0.6 0.8
0.1 -0.5 0.1
-0.1 0.2 0.3

As for the energy relative to the best compared isomer or geometry (same formula, charge and spin): 1.397 eV. The electronic energy is -49606.38845 eV. As for the charge: -1. Its multiplicity is 1. The value obtained for the LUMO energy is 2.3 eV. The highest occupied orbital energy is -0.2693 Eh.